Entry 1:
The following is a DFT calculation (the ωB97M-V functional and the def2-TZVPD basis) of C22H31N11O2Ti as an isolated structure at a distorted geometry.

XYZ file:
```
67
Properties=species:S:1:pos:R:3:forces:R:3:lowdin_spin:R:1
Ti 0.442 -0.552 -0.680 0.787 -0.799 -0.078 -0.0128
N 0.780 1.044 -3.658 0.000 0.017 -0.099 -0.0040
C 0.825 1.898 -2.603 0.088 -0.060 -0.061 0.0055
N 0.975 3.184 -2.858 -0.001 -0.032 0.055 0.0497
C 1.016 3.972 -1.766 0.001 0.060 0.001 0.0240
N 1.179 5.285 -1.987 0.018 -0.017 0.006 0.0090
N 0.903 3.572 -0.499 -0.101 -0.008 -0.091 0.0913
C 0.706 2.262 -0.325 0.018 0.047 -0.022 0.1198
N 0.667 1.368 -1.379 0.014 0.752 0.111 0.0596
C 0.538 1.748 0.991 -0.002 0.078 0.067 0.1696
C 0.622 2.577 2.141 -0.151 -0.037 0.011 0.0386
C 0.508 2.036 3.385 0.011 0.040 0.013 0.0998
C 0.365 0.620 3.525 -0.039 -0.004 0.031 0.1084
C 0.332 -0.138 2.387 -0.051 -0.036 -0.081 0.0176
N 0.347 0.378 1.145 0.032 0.235 0.377 0.1727
H 1.045 1.449 -4.542 -0.020 0.013 0.000 -0.0001
H 1.067 0.087 -3.524 0.017 -0.026 0.082 -0.0002
H 1.380 5.600 -2.919 -0.005 -0.008 -0.005 0.0006
H 1.334 5.895 -1.205 -0.009 0.000 0.003 -0.0002
H 0.790 3.633 1.990 -0.009 -0.001 -0.004 0.0001
H 0.584 2.667 4.261 -0.001 -0.019 0.009 0.0043
H 0.403 0.140 4.494 0.019 0.019 0.015 0.0066
H 0.314 -1.223 2.440 -0.039 -0.012 0.001 -0.0014
N -1.904 0.098 -0.798 0.034 -0.004 -0.121 0.0051
C -2.634 -1.172 -0.661 0.047 0.143 0.054 0.0003
C -4.105 -1.103 -1.052 0.006 0.031 -0.070 0.0001
C -4.917 -0.044 -0.303 -0.091 0.026 -0.057 0.0000
C -5.476 -0.448 1.060 0.040 -0.067 0.070 0.0000
N -4.509 -1.012 2.017 -0.020 0.019 -0.047 0.0001
C -3.509 -0.364 2.597 0.043 -0.025 0.046 0.0004
N -2.721 -0.985 3.474 -0.012 -0.025 -0.089 0.0048
N -3.260 0.917 2.310 -0.047 0.048 0.012 0.0000
C -1.830 -2.166 -1.519 0.178 0.027 -0.119 0.0001
O -2.359 -2.862 -2.344 -0.074 -0.114 0.100 0.0003
O -0.534 -2.107 -1.281 -0.449 -0.267 -0.129 0.0005
H -2.174 0.786 -0.107 0.077 0.017 0.050 0.0006
H -2.078 0.503 -1.716 -0.005 0.020 0.008 0.0001
H -2.504 -1.483 0.380 -0.024 -0.067 0.006 0.0001
H -4.557 -2.094 -0.961 0.013 -0.002 0.069 0.0000
H -4.142 -0.880 -2.121 -0.002 -0.006 0.003 0.0000
H -5.794 0.225 -0.895 0.007 -0.034 -0.020 0.0000
H -4.342 0.884 -0.238 0.004 0.002 0.025 0.0000
H -6.222 -1.229 0.928 -0.003 0.006 -0.026 0.0000
H -5.996 0.389 1.535 0.032 0.025 -0.003 0.0000
H -4.592 -1.994 2.224 -0.020 0.007 0.022 0.0000
H -2.829 -1.969 3.658 -0.005 0.005 0.003 0.0002
H -1.847 -0.551 3.738 0.117 0.042 0.035 0.0042
H -3.928 1.457 1.788 0.002 -0.002 -0.003 0.0000
H -2.556 1.421 2.829 0.039 -0.023 -0.020 0.0003
C 2.890 -2.514 -2.977 -0.036 0.002 -0.003 0.0004
C 3.816 -2.232 -1.830 0.162 -0.100 -0.052 0.0011
C 5.130 -2.681 -1.848 -0.034 0.029 0.003 -0.0001
C 5.988 -2.417 -0.791 -0.001 0.001 0.002 0.0007
C 5.536 -1.691 0.300 -0.039 0.027 -0.001 0.0000
C 4.229 -1.223 0.354 0.155 0.001 0.049 0.0011
C 3.735 -0.440 1.536 -0.022 0.015 0.034 -0.0001
C 3.373 -1.505 -0.717 -0.434 0.111 -0.034 0.0019
N 2.053 -1.063 -0.682 -0.249 -0.072 -0.127 0.0189
H 3.371 -3.152 -3.717 0.002 -0.003 0.007 0.0000
H 2.605 -1.586 -3.483 0.003 0.005 -0.002 0.0001
H 1.970 -2.998 -2.645 -0.004 0.019 0.019 0.0001
H 5.481 -3.246 -2.703 0.009 0.000 0.007 0.0000
H 7.009 -2.776 -0.819 -0.001 0.002 0.002 0.0000
H 6.205 -1.478 1.125 0.010 -0.008 -0.006 0.0000
H 4.562 -0.163 2.189 0.006 -0.010 -0.005 0.0000
H 3.024 -1.024 2.127 -0.002 -0.004 -0.020 0.0000
H 3.219 0.471 1.224 0.011 -0.002 -0.014 0.0003
```
Positions in Å, forces in eV/Å.

Strongest force on any atom (eV/A): 1.1
Spin multiplicity: 2
Energy above the lowest of the compared OMol25 structures with the same formula, charge and spin (kcal/mol): 48.8
Molar mass (g/mol): 529.43
Kohn-Sham gap (alpha / beta) (eV): 5.7 / 6.7
HOMO (alpha / beta) (eV): -8.49 / -9.58
Total charge: +1
⟨S²⟩: 0.762

=====

Entry 2:
The following is a DFT calculation (the ωB97M-V functional and the def2-TZVPD basis) of one molecule with the formula C5H9N3 at a distorted geometry.

XYZ file:
```
17
Properties=species:S:1:pos:R:3:forces:R:3:nbo_charge:R:1
C 2.196 -0.701 -0.137 -0.689 1.066 -1.951 -0.4963
N 1.446 0.562 -0.789 -2.425 -2.310 -0.164 -0.6156
C 0.580 1.194 0.203 -0.023 -1.521 2.409 -0.0610
C -0.984 1.036 0.160 1.228 4.834 2.749 -0.1182
N -1.798 0.332 -0.730 1.423 -1.199 0.074 -0.4203
C -1.444 -0.871 -0.510 -0.322 -2.913 1.047 0.2464
N -0.472 -1.227 0.484 -0.472 4.482 -1.646 -0.6460
C -0.137 0.058 1.111 -1.143 2.782 -1.252 -0.1329
H 2.870 -1.106 -1.009 -1.616 0.327 1.580 0.2032
H 1.233 -1.426 0.234 4.080 1.716 -0.815 0.2494
H 2.952 -0.178 0.514 -1.105 -1.098 0.134 0.2033
H 0.574 0.087 -1.258 2.724 0.740 -0.285 0.3375
H 0.924 2.162 0.845 -0.724 -2.551 -1.806 0.2229
H -1.401 2.094 0.474 0.451 -2.517 -0.278 0.2197
H -1.900 -1.768 -0.872 -0.467 -0.094 -1.023 0.1865
H -0.604 -1.895 1.173 -0.890 -1.859 0.864 0.4084
H -0.148 0.073 2.181 -0.030 0.116 0.366 0.2128
```
Positions in Å, forces in eV/Å.

Strongest force on any atom (eV/A): 5.7
Structure (SMILES): CN[C@H]1[C@H]2N=CN[C@H]21
Energy above the lowest of the compared OMol25 structures with the same formula, charge and spin (kcal/mol): 116.3
Molar mass (g/mol): 111.15
Kohn-Sham gap (eV): 9.2
HOMO (eV): -8.36
Total charge: 0

=====

Entry 3:
The following is a DFT calculation (the ωB97M-V functional and the def2-TZVPD basis) of a 4-piece molecular cluster, H10NO3 overall at a distorted geometry.

XYZ file:
```
14
Properties=species:S:1:pos:R:3:forces:R:3:lowdin_spin:R:1
N 0.038 -0.256 0.779 -0.443 1.291 0.225 -0.0007
H 0.776 -0.448 1.455 -0.210 -0.258 0.167 0.0000
H -0.888 -0.569 1.076 0.188 -0.696 0.097 -0.0003
H 0.276 -0.615 -0.136 -0.180 -0.030 -0.100 -0.0008
H -0.115 0.797 0.775 0.400 -0.030 -0.039 0.0000
H -2.198 -1.676 -1.595 0.469 0.069 0.081 0.0023
H -3.293 -1.061 -0.829 0.152 0.470 0.509 0.0030
O -2.309 -1.066 -0.837 -0.714 -0.619 -0.719 0.3187
H 0.347 2.288 2.353 0.001 0.064 -0.129 0.0000
H -0.708 3.143 1.703 -0.152 -0.134 -0.398 0.0000
O -0.206 2.327 1.558 0.240 -0.012 0.537 0.0002
H 2.891 -0.872 -2.868 -0.238 0.676 -0.243 0.0062
H 2.869 -1.382 -1.454 -0.107 0.423 0.257 0.0057
O 2.520 -0.611 -1.981 0.595 -1.216 -0.243 0.6658
```
Positions in Å, forces in eV/Å.

Strongest force on any atom (eV/A): 1.4
Spin multiplicity: 2
Energy above the lowest of the compared OMol25 structures with the same formula, charge and spin (kcal/mol): 17.9
Molar mass (g/mol): 72.08
Kohn-Sham gap (alpha / beta) (eV): 11.5 / 2.9
HOMO (alpha / beta) (eV): -19.38 / -19.03
Total charge: +2
⟨S²⟩: 0.757

=====

Entry 4:
The following is a DFT calculation (the ωB97M-V functional and the def2-TZVPD basis) of C4H4Li2O5 as an isolated structure at a distorted geometry.

XYZ file:
```
15
Properties=species:S:1:pos:R:3:forces:R:3:nbo_charge:R:1
O -0.075 0.816 1.412 1.458 0.758 1.583 -0.6956
C 0.593 -0.224 1.831 0.386 1.027 -4.091 0.9573
C -1.135 0.212 0.087 -2.379 -0.027 -2.460 -0.1898
O 1.804 -0.194 1.984 0.780 -0.144 1.230 -0.7178
O -0.009 -1.362 1.457 -0.515 -1.166 1.121 -0.4995
C -1.271 -1.134 0.812 0.449 1.017 0.539 -0.1390
H -1.642 0.066 -0.876 1.497 -0.750 -1.317 0.1580
H -1.670 1.156 0.226 -0.129 -0.274 1.510 0.1838
H -1.431 -1.970 0.125 0.154 0.289 0.174 0.2047
H -2.058 -1.097 1.574 -0.026 -0.033 -0.129 0.1916
O 0.609 -0.286 -2.507 -0.084 0.481 0.973 -0.8453
C 0.749 0.439 -1.474 -0.883 -0.820 -1.093 0.5639
O 1.624 1.404 -1.574 0.448 0.284 0.776 -1.0053
Li 1.890 1.432 0.271 -0.624 -0.470 0.571 0.9157
Li 2.020 0.743 -3.349 -0.533 -0.172 0.613 0.9173
```
Positions in Å, forces in eV/Å.

Strongest force on any atom (eV/A): 4.2
Energy above the lowest of the compared OMol25 structures with the same formula, charge and spin (kcal/mol): 86.9
Molar mass (g/mol): 145.95
Kohn-Sham gap (alpha / beta) (eV): 6.7 / 6.7
HOMO (alpha / beta) (eV): -7.40 / -7.41
Total charge: 0